(1)
Molecular formula: C12H14N2PPt
Method: DFT, wB97M-V/def2-TZVPD

Summary:
Net charge: +1
Multiplicity: 5
Orbital gap (alpha / beta) in Ha: 0.21201 / 0.21551
E_tot in hartree: -1035.34461

```
30
Properties=species:S:1:pos:R:3:forces:R:3
C -1.919263 0.233668 -0.078855 -1.1 -0.3 1.1
C -2.224360 -0.180737 -1.357305 -0.5 0.4 -0.1
C -1.308688 0.105555 -2.397088 -0.3 0.0 -2.0
C -0.350934 1.139260 -2.283601 -0.3 0.3 -0.9
C -0.002146 1.615482 -1.043468 0.8 0.5 0.0
Pt -0.022820 0.052608 0.180650 0.7 0.1 1.3
P -0.375003 -1.649225 1.674121 0.4 -0.5 0.4
H -2.618559 0.269672 0.775419 0.0 0.1 -0.8
H -3.189572 -0.681138 -1.558999 0.7 0.1 -0.1
H -1.495747 -0.318818 -3.390892 0.0 0.2 0.4
H 0.626060 2.500563 -0.880209 -0.5 -0.2 -0.2
H 0.098561 1.587995 -3.203544 -0.5 -0.5 0.6
H 0.696486 -2.597754 1.783227 -0.7 0.3 0.3
H -1.556202 -2.456597 1.563221 0.7 0.4 0.1
H -0.495988 -1.063481 2.975265 0.0 -0.7 -0.4
N 4.116229 0.754767 -0.251233 0.1 -0.4 0.8
C 2.828712 0.640283 -0.664837 0.5 0.3 0.1
N 2.051922 0.300089 0.362439 0.8 -0.9 2.0
C 2.868564 0.134730 1.491910 0.7 1.2 -4.4
C 2.566453 -0.207720 2.812966 -2.2 -0.6 1.1
C 3.623991 -0.317771 3.722476 3.0 0.1 0.9
C 4.939916 -0.069422 3.321741 -2.7 -1.3 3.8
C 5.238935 0.331180 2.007116 1.9 0.9 -2.7
C 4.185475 0.409170 1.108216 -1.8 0.3 -1.6
H 4.877236 1.027559 -0.868023 -0.2 -0.2 0.4
H 2.481964 0.852488 -1.662992 0.1 -0.1 0.1
H 1.529683 -0.394590 3.075928 0.4 0.1 0.2
H 3.417491 -0.593459 4.763396 0.2 0.1 -0.5
H 5.733184 -0.181237 4.052537 -0.1 0.0 -0.1
H 6.245377 0.558483 1.670072 -0.1 -0.1 0.3
```
Forces are in eV/Å.

Atom charges from the Mulliken analysis, given in e for atoms 1 to 6: number 1, C, carries -0.859; number 2, C, carries 0.216; number 3, C, carries -0.642; number 4, C, carries 0.423; number 5, C, carries -1.399; number 6, Pt, carries 0.633



(2)
Molecular formula: C12H14Si2
Method: DFT, wB97M-V/def2-TZVPD

Summary:
Relative energy (zero: lowest compared OMol25 entry of this formula, charge and spin) in kcal/mol: 89.6
Multiplicity: 1
Orbital gap (alpha / beta) in Ha: 0.28434 / 0.25739
E_tot in hartree: -1044.36379

```
28
Properties=species:S:1:pos:R:3:forces:R:3
C -3.231497 -0.650006 -0.936088 -0.1 0.5 -1.1
C -2.951095 0.663057 -1.319267 -1.3 -1.6 -0.2
C -3.067378 -1.049736 0.354363 1.2 -2.5 1.2
C -2.447774 1.507935 -0.397052 1.1 2.3 -0.2
C -2.533171 -0.176240 1.331369 -1.7 0.2 -1.9
C -2.366361 1.096433 0.874657 0.8 -0.7 1.7
C 2.656148 -1.336079 0.680888 2.5 -1.0 0.9
C 1.291539 -0.927571 -1.178376 2.1 0.6 -4.6
C 1.726226 -0.918678 1.533649 -0.2 -1.5 2.1
C 0.353186 -0.510555 -0.404157 -5.9 -0.4 2.2
C 2.640406 -0.765494 -0.658475 1.2 -0.9 0.3
C 0.582083 -0.227857 1.031359 1.0 1.3 -1.2
Si 2.877484 1.128042 -0.473608 0.2 -0.7 1.6
Si 1.022979 1.593640 1.117860 -0.9 -0.6 -1.5
H -3.450394 -1.341159 -1.737064 -0.4 -0.2 0.2
H -3.277826 0.968673 -2.277559 0.4 0.4 -1.1
H -3.118611 -2.178312 0.568851 -0.2 1.9 -0.1
H -1.944598 2.437043 -0.667010 -0.7 0.2 -0.1
H -2.424634 -0.505894 2.310866 0.4 -0.4 1.6
H 3.531163 -1.971595 1.002266 -1.0 0.9 -0.2
H 1.338571 -0.983727 -2.320687 -1.1 -0.4 1.7
H 1.863067 -1.140722 2.604945 -0.3 0.2 -0.4
H -0.773743 -0.517155 -0.624850 2.0 0.3 -0.3
H 3.389592 -1.236391 -1.287625 0.2 0.2 -0.2
H 4.247470 1.319779 -0.016285 0.5 0.2 0.5
H 3.054224 1.446524 -1.838595 -0.5 1.0 -1.4
H 0.076880 2.316793 0.178528 0.4 0.1 0.8
H 0.936054 1.959252 2.547085 0.6 0.5 -0.1
```
Forces are in eV/Å.

Atom charges from the Mulliken analysis, given in e for atoms 1 to 6: number 1, C, carries -0.411; number 2, C, carries -0.462; number 3, C, carries -0.214; number 4, C, carries -0.217; number 5, C, carries -0.291; number 6, C, carries -0.334



(3)
Molecular formula: C12H15B2F17O6
Method: DFT, wB97M-V/def2-TZVPD

Summary:
Net charge: -2
Relative energy (zero: lowest compared OMol25 entry of this formula, charge and spin) in kcal/mol: 9.2
Multiplicity: 1
Orbital gap in Ha: 0.29621
E_tot in hartree: -2665.64922

```
52
Properties=species:S:1:pos:R:3:forces:R:3
B -9.894558 20.635250 -10.678208 0.2 0.3 -0.7
F -9.044161 21.454078 -11.438219 0.5 0.4 0.0
F -9.143382 19.538025 -10.221065 0.0 -0.2 0.5
F -10.465668 21.389351 -9.650910 0.1 0.3 1.1
F -10.933014 20.222706 -11.479226 -0.8 -0.7 -0.6
B -11.975876 19.608771 -17.767976 2.4 -1.1 -0.7
F -11.720908 20.402823 -18.874389 0.0 0.4 -1.7
F -10.972251 19.822069 -16.879034 2.3 0.1 1.4
F -13.070110 19.988467 -17.167177 -4.4 0.8 1.3
F -11.968311 18.221906 -18.089774 -0.4 -0.2 -0.6
C 0.915163 18.221317 -11.096137 0.4 -1.0 0.1
C 0.561077 18.040289 -12.560788 1.7 -1.1 0.8
O -0.055397 19.163646 -13.070721 -3.8 1.0 -1.5
C -1.399509 19.053985 -13.407215 -0.9 -3.3 0.9
O -2.146222 18.063491 -13.182516 3.3 4.3 -0.8
C -1.861344 20.271017 -14.298830 -1.4 -1.0 -0.5
F -0.920775 20.950242 -14.880793 2.3 1.2 0.5
F -2.517841 19.777215 -15.330235 -1.0 -1.6 -0.8
F -2.715148 21.090429 -13.721008 0.1 0.4 1.3
H 1.778774 18.868272 -10.942095 -0.3 0.2 0.0
H 1.205886 17.217993 -10.784777 0.3 0.0 0.3
H 0.087917 18.471073 -10.431765 -0.1 0.3 -0.4
H 0.107079 17.060938 -12.711924 -1.0 0.5 -0.1
H 1.459092 17.970245 -13.174601 0.4 0.0 0.3
C -13.366844 26.507955 -5.860344 -0.9 -2.1 0.6
C -12.439863 27.638505 -5.771590 0.5 -0.1 -0.6
O -13.036348 28.757363 -6.511837 0.6 0.9 0.9
C -13.228270 28.752628 -7.814854 2.1 -4.4 -1.5
O -12.839680 27.842913 -8.584938 -1.4 3.3 2.1
C -14.009978 29.969139 -8.302987 0.5 0.7 1.7
F -13.249188 30.734892 -9.041679 0.8 0.1 -1.8
F -15.092198 29.572127 -8.919632 -0.7 0.0 -0.7
F -14.347606 30.811272 -7.304939 -0.7 -0.5 0.6
H -14.371139 26.698586 -5.481969 0.0 0.4 -0.2
H -13.006335 25.717235 -5.202407 0.2 -0.1 0.1
H -13.432412 26.025511 -6.835554 0.1 0.4 -0.1
H -11.446484 27.306823 -6.073754 0.0 0.5 -1.2
H -12.188430 27.911195 -4.746640 -1.0 0.9 0.0
C -5.928381 24.133078 -5.101513 -0.3 0.0 -0.4
C -5.118463 24.270781 -6.375055 0.2 -0.3 0.6
O -5.141582 25.668760 -6.651333 1.5 2.0 -2.8
C -4.421504 26.045743 -7.808921 -0.1 -5.8 0.7
O -3.884890 25.204671 -8.551267 -1.6 3.0 2.3
C -4.385522 27.505943 -8.102718 0.3 -0.6 -0.1
F -4.781314 28.271440 -7.085952 0.6 0.2 -0.3
F -3.113897 27.731806 -8.480725 -0.3 1.1 0.4
F -5.185321 27.704298 -9.130474 -0.4 0.7 -0.6
H -5.532150 24.797114 -4.333298 0.2 -0.3 0.1
H -5.972711 23.086569 -4.799928 0.1 0.1 0.2
H -6.948758 24.474226 -5.276247 -0.1 -0.1 -0.1
H -5.488494 23.680711 -7.213509 -0.2 0.2 0.0
H -4.076965 23.995995 -6.208142 0.1 -0.2 0.0
```
Forces are in eV/Å.

Atom charges from the Mulliken analysis, given in e for atoms 1 to 6: number 1, B, carries 0.640; number 2, F, carries -0.419; number 3, F, carries -0.418; number 4, F, carries -0.418; number 5, F, carries -0.385; number 6, B, carries 0.594



(4)
Molecular formula: C12H15BClF2HfNO8
Method: DFT, wB97M-V/def2-TZVPD

Summary:
Net charge: +2
Multiplicity: 1
Orbital gap in Ha: 0.07675
E_tot in hartree: -1854.69172

```
41
Properties=species:S:1:pos:R:3:forces:R:3
Hf -0.094362 0.740110 4.437821 -6.1 -0.8 -2.9
B -2.413998 1.096714 4.864873 0.4 -0.2 0.1
H -2.253653 0.320067 4.032480 0.9 -1.4 -1.7
H -1.865507 2.090527 4.641163 2.0 2.0 -0.8
H -3.523248 1.270318 5.097236 -1.0 0.2 0.2
H -1.844771 0.657123 5.774563 2.0 -1.0 2.2
Cl -0.781705 -0.178826 2.034924 1.8 1.2 3.2
C 1.099746 0.201436 -1.291643 -0.1 0.2 0.0
C 2.061766 -0.492821 -2.062210 0.1 -0.5 0.2
C 3.118638 0.175249 -2.663623 0.4 1.0 -0.8
C 3.192775 1.551716 -2.520426 -1.2 -0.7 1.0
C 2.252124 2.227086 -1.687796 0.9 1.0 -0.1
C 1.214035 1.560928 -1.103030 -0.3 -0.8 0.7
N 4.224533 2.362519 -3.146568 0.3 0.1 -0.7
O 5.095973 1.779541 -3.734625 0.3 -0.4 0.0
O 4.098783 3.563910 -3.076537 -0.2 0.3 0.3
H 0.265057 -0.294432 -0.813901 0.1 -0.3 -0.2
H 2.029987 -1.573972 -2.126940 -0.1 0.0 -0.2
H 3.847808 -0.308446 -3.300517 0.0 -0.2 0.2
H 2.420224 3.273768 -1.463637 0.0 0.0 -0.3
H 0.543603 2.016270 -0.388905 0.0 0.4 -0.4
C -3.311354 0.465351 -0.664892 -0.3 -0.2 1.2
C -2.668981 1.803520 -0.286793 -0.8 0.5 -2.1
O -3.746258 2.696867 -0.323975 0.8 0.3 0.6
C -4.913634 2.015643 -0.282089 -1.2 -0.1 -0.1
O -5.983066 2.484289 -0.144570 -0.1 0.5 0.1
O -4.697438 0.700442 -0.409933 0.7 -0.8 0.1
F -1.806892 2.179280 -1.291137 0.4 0.0 0.5
H -2.921690 -0.285640 0.026558 -0.3 -0.4 -0.2
H -3.231788 0.129600 -1.694894 0.5 0.3 -0.1
H -2.162282 1.889565 0.672956 0.2 -0.2 0.0
C 0.435590 -3.241507 0.506097 0.2 0.6 1.4
C 1.743307 -3.673283 1.139883 -0.7 0.1 -0.3
O 2.521753 -3.984986 0.011836 0.6 0.5 0.5
C 1.740543 -4.026207 -1.110777 -0.5 -0.1 0.5
O 2.109086 -4.148134 -2.220141 0.2 -0.1 0.0
O 0.441234 -3.860119 -0.726505 -0.6 -0.1 -1.0
F 1.617290 -4.767087 1.932131 0.1 0.0 -0.1
H 0.482527 -2.144985 0.420718 0.0 -0.1 -0.4
H -0.401582 -3.436462 1.177452 -0.2 -0.6 -0.5
H 2.065826 -2.834932 1.765373 1.0 -0.4 -0.2
```
Forces are in eV/Å.

Atom charges from the Mulliken analysis, given in e for atoms 1 to 6: number 1, Hf, carries 1.185; number 2, B, carries 0.151; number 3, H, carries 0.102; number 4, H, carries 0.023; number 5, H, carries 0.113; number 6, H, carries -0.024



(5)
Molecular formula: C12H15Cl3F4GeN2Sn
Method: DFT, wB97M-V/def2-TZVPD

Summary:
Net charge: +1
Multiplicity: 2
Orbital gap (alpha / beta) in Ha: 0.28899 / 0.18029
E_tot in hartree: -4646.83834

```
38
Properties=species:S:1:pos:R:3:forces:R:3
Sn 0.843570 0.107409 1.644415 -1.0 1.0 1.2
C -1.555031 3.212245 -0.882940 -0.4 -0.1 0.7
C -0.712654 2.528232 0.178644 0.9 -0.5 -0.2
N -0.938208 1.037588 0.284487 0.2 0.6 0.1
C -2.365813 0.847335 0.824246 0.0 -0.7 -0.2
C -2.701440 1.745467 2.029732 0.5 0.6 0.1
C -0.658421 0.345455 -1.044768 -2.1 0.7 1.0
C 0.759390 0.510778 -1.473645 1.3 1.0 -0.8
N 1.628415 -0.053011 -0.454190 1.4 -3.1 -0.4
C 2.424691 -1.160173 -0.780007 -1.3 1.0 0.3
C 2.511402 -2.297861 0.106643 -0.8 2.3 0.9
F 2.173617 -2.094597 1.431278 0.6 -0.6 -1.7
C 2.777240 -3.523461 -0.378563 0.8 -1.7 0.2
F 2.742577 -4.541455 0.485981 0.0 0.1 -0.5
C 3.188745 -3.745786 -1.711722 -0.3 0.5 0.6
C 3.292058 -2.628718 -2.527738 0.7 -0.7 -1.4
F 3.766158 -2.762068 -3.792065 -0.5 0.2 1.3
C 2.976761 -1.377162 -2.070823 0.4 1.8 -0.8
F 3.296114 -0.287480 -2.838459 -0.9 -1.4 0.9
H -1.206842 4.250623 -0.965945 -0.3 -0.3 -0.2
H -1.481144 2.683542 -1.839441 0.1 0.5 0.1
H -2.598557 3.164801 -0.549952 0.1 0.4 -0.4
H 0.328434 2.695279 -0.092938 0.3 -0.1 0.1
H -0.811494 2.932642 1.192470 -0.2 0.0 -0.5
H -3.047694 1.103746 -0.027134 0.4 -0.5 0.7
H -2.458983 -0.223266 1.147318 -0.2 1.1 -0.7
H -2.792067 2.803044 1.723718 0.1 -0.4 0.2
H -3.664563 1.500038 2.462618 -0.2 -0.4 -0.3
H -2.009469 1.666727 2.903365 -0.2 0.0 -0.9
H -0.904441 -0.710505 -0.881144 0.0 0.2 -0.2
H -1.326206 0.776423 -1.830174 0.4 -0.6 0.5
H 0.890249 0.023363 -2.443848 0.0 0.1 0.1
H 1.058157 1.579391 -1.601893 -0.4 -0.7 0.0
H 3.479574 -4.734090 -2.055048 -0.1 0.1 0.1
Cl -0.638895 -0.113780 4.612379 -0.2 -0.1 -0.2
Ge -1.707713 -2.073017 4.039075 -0.4 0.1 0.5
Cl -3.788519 -1.374439 3.524694 0.6 0.0 0.0
Cl -0.768998 -1.813262 1.651375 0.4 -0.4 -0.5
```
Forces are in eV/Å.

Atom charges from the Mulliken analysis, given in e for atoms 1 to 6: number 1, Sn, carries 0.748; number 2, C, carries -1.100; number 3, C, carries -0.870; number 4, N, carries -0.054; number 5, C, carries -0.319; number 6, C, carries -1.197



(6)
Molecular formula: C12H15ClFNO
Method: DFT, wB97M-V/def2-TZVPD

Summary:
Multiplicity: 1
Orbital gap in Ha: 0.35203
E_tot in hartree: -1156.00072

```
31
Properties=species:S:1:pos:R:3:forces:R:3
C 2.127040 2.456410 1.062725 -0.8 0.2 -1.6
C 2.333380 0.998770 1.441000 -4.4 1.0 -0.4
C 2.936367 0.161759 0.366456 -5.9 -6.1 0.0
H 3.020203 -0.933574 0.826328 0.5 2.2 -0.8
C 1.889696 -0.332289 -0.971833 -2.9 9.8 6.8
C 0.533895 -0.923500 -0.286613 0.6 -1.0 -0.5
O 0.503559 -2.059134 0.338760 0.2 5.2 -2.8
N -0.563360 -0.067320 -0.658413 -0.2 -5.5 2.4
C -1.914570 -0.369895 -0.302469 2.5 -1.1 1.5
C -2.191214 -1.629210 0.411620 -6.4 5.8 -1.6
C -3.616612 -1.621326 0.737681 4.8 -7.8 1.7
C -4.626936 -0.787568 0.294063 -0.7 -10.7 6.5
C -4.148414 0.123823 -0.343153 0.6 13.1 -4.9
C -2.820115 0.632769 -0.491459 -1.4 -2.9 -1.1
H -2.583012 1.454490 -1.142729 -0.3 0.5 0.2
Cl -5.444772 1.443054 -0.508776 0.5 -0.3 -0.7
F -5.774950 -1.295117 0.746392 -1.5 1.7 -0.9
H -3.896772 -2.788109 1.286187 0.3 4.0 -1.5
H -1.371526 -2.203046 0.605350 1.2 -2.1 1.0
H -0.452670 0.860744 -0.858870 1.3 2.4 -0.9
C 2.495915 -1.072008 -1.932877 10.8 -1.6 7.2
H 2.592140 -1.952200 -1.247471 0.8 -0.7 -1.7
H 3.492563 -0.534981 -2.091860 -1.3 -1.4 -0.7
H 1.853287 -1.137353 -2.550258 -7.2 -1.7 -9.4
H 1.633266 0.974592 -1.534110 0.1 -3.7 1.7
H 3.815443 0.496930 0.039218 3.5 1.3 -1.6
H 2.827620 0.790434 2.328581 1.2 0.2 1.8
H 1.230054 0.805252 1.707386 1.5 -1.2 -0.4
H 1.304499 2.525338 0.257278 1.7 -0.2 0.6
H 3.084331 2.784277 0.732885 0.6 1.0 -0.9
H 1.731656 3.197983 1.738978 0.2 -0.3 1.1
```
Forces are in eV/Å.

Atom charges from the Mulliken analysis, given in e for atoms 1 to 6: number 1, C, carries -1.135; number 2, C, carries -0.280; number 3, C, carries -1.087; number 4, H, carries 0.262; number 5, C, carries 0.573; number 6, C, carries -0.005